P.
ORCA calculation (the ωB97M-V functional and the def2-TZVPD basis) on an isolated molecule of C3H8N2.

Structure (ORCA input):
```
! RIJCOSX wB97M-V def2-TZVPD def2/J DEFGRID3
* xyz 0 1
H 2.406 0.333 -0.503
H -2.263 0.142 -0.086
C 1.874 -0.076 0.355
H -2.357 -1.377 -0.804
N -1.818 -0.744 -0.245
C -0.440 -0.895 -0.088
H 2.231 0.439 1.246
H -0.120 -1.922 0.034
H -0.807 1.558 -0.670
H -0.239 1.969 0.775
N 0.023 1.488 -0.084
C 0.409 0.122 0.086
H 2.093 -1.126 0.432
*
```

Computed properties:
- SMILES string = C/C(N)=C/N
- E_LUMO (eV) = 1.05
- orbital gap (hartree) = 0.316


Q.
ORCA calculation (the ωB97M-V functional and the def2-TZVPD basis) on a cluster of 2 separate species, C3H8N2 in total.

Structure (ORCA input):
```
! RIJCOSX wB97M-V def2-TZVPD def2/J DEFGRID3
* xyz 0 1
C -2.131 -3.161 1.585
H 0.672 0.667 0.009
H -0.674 -2.425 0.673
H 2.191 2.214 0.999
N 0.481 1.710 -1.805
H -2.819 -2.981 2.417
H 0.075 1.044 -2.435
H 2.555 2.915 -0.752
H 0.343 2.643 -2.146
C 2.061 2.226 -0.074
H -2.194 -4.174 1.157
C 1.064 1.489 -0.586
N -1.626 -2.168 0.957
*
```

Computed properties:
- SMILES string = C=CN.C=N
- E_LUMO (eV) = 0.81
- orbital gap (hartree) = 0.327


R.
ORCA calculation (the ωB97M-V functional and the def2-TZVPD basis) on a structure of composition C3H8N2.

Structure (ORCA input):
```
! RIJCOSX wB97M-V def2-TZVPD def2/J DEFGRID3
* xyz 0 1
H -0.807 -0.200 1.683
H -1.690 1.134 -0.165
H 1.870 1.454 0.334
N 1.342 -1.631 0.373
H -1.611 -0.371 -1.151
H 1.019 1.207 -1.221
C 1.022 -0.495 0.088
H 2.595 0.482 -0.923
C -1.736 0.041 -0.150
C 1.644 0.736 -0.459
H -0.209 -1.602 0.654
N -0.708 -0.528 0.723
H -2.730 -0.225 0.214
*
```

Computed properties:
- E_LUMO (eV) = 0.82
- orbital gap (hartree) = 0.326


Verdict on stability: P comes out on top.